{
  "formula": "C3H9P",
  "method": "ωB97M-V/def2-TZVPD",
  "homo_lumo_gap_ha": 0.30904,
  "e_lumo_ev": 1.087,
  "homo_energy_ev": -7.322,
  "de_lowest_kj_mol": 102.7,
  "mol_weight_g_mol": 76.08,
  "smiles": "C=[PH](C)C",
  "species": ["C", "P", "C", "C", "H", "H", "H", "H", "H", "H", "H", "H", "H"],
  "xyz": [[0.1852, 1.8401, -0.1127], [0.0487, 0.2173, 0.5507], [-1.4787, -0.6421, -0.0864], [1.3875, -0.7301, -0.2310], [0.7891, 2.5757, 0.3789], [-0.8268, 2.1613, -0.2450], [0.0482, -0.2512, 1.8330], [-1.6166, -1.6673, 0.4095], [-2.1816, 0.0890, -0.0289], [-1.0929, -0.8318, -1.0981], [1.0488, -0.6134, -1.3068], [2.4220, -0.3666, -0.0201], [1.2672, -1.7809, -0.0433]],
  "atomic_forces_ev_per_a": [[-0.8, -2.1, 0.8], [0.5, 1.1, -2.1], [4.2, -2.5, 0.2], [-0.5, 0.3, -1.0], [0.5, 0.1, 0.3], [-0.7, 0.6, -0.1], [0.2, -0.1, 1.4], [-0.2, 1.9, -0.5], [-2.7, 1.4, 0.0], [-0.9, 0.1, -0.1], [1.1, 0.2, 1.0], [-1.0, -0.2, -0.4], [0.3, -0.7, 0.5]]
}

=====

{
  "formula": "C18H19BrCl2IO2W",
  "method": "ωB97M-V/def2-TZVPD",
  "homo_lumo_gap_ha": 0.29277,
  "e_lumo_ev": -3.248,
  "homo_energy_ev": -11.215,
  "charge": 1,
  "de_lowest_kj_mol": 0.0,
  "mol_weight_g_mol": 728.90,
  "species": ["W", "Cl", "C", "Cl", "H", "H", "C", "C", "C", "C", "C", "C", "C", "C", "C", "C", "H", "H", "H", "H", "H", "H", "H", "H", "H", "H", "H", "H", "O", "C", "O", "H", "Br", "C", "C", "C", "C", "C", "C", "I", "H", "H", "H", "H"],
  "xyz": [[-0.0138, 0.0657, -0.3012], [1.6818, -0.4961, 1.3041], [3.0899, -0.8437, 0.1956], [2.6050, -0.3439, -1.4329], [3.2283, -1.9163, 0.2139], [3.9386, -0.2626, 0.5356], [0.7823, 3.3003, -2.5585], [-0.3412, 2.9032, -1.5979], [-0.9179, 4.1458, -0.9226], [0.0923, 1.8838, -0.5941], [-1.4132, 2.0603, -2.3065], [-2.7493, 2.4374, -2.3744], [-3.6916, 1.5724, -2.9144], [-3.3348, 0.3036, -3.3447], [-2.0115, -0.0894, -3.2794], [-1.0522, 0.7912, -2.7788], [1.5682, 3.8321, -2.0195], [0.3878, 3.9608, -3.3312], [1.2314, 2.4351, -3.0475], [-0.1305, 4.6733, -0.3827], [-1.7058, 3.8910, -0.2119], [-1.3274, 4.8325, -1.6645], [0.2923, 2.0421, 0.5064], [-3.0654, 3.4078, -2.0197], [-4.7231, 1.8947, -2.9769], [-4.0824, -0.3692, -3.7438], [-1.7060, -1.0668, -3.6243], [-0.0028, 0.5453, -2.9164], [1.1482, -2.9728, -0.3462], [0.1840, -2.8158, -1.0577], [-0.3842, -1.6500, -1.2987], [-0.3262, -3.6416, -1.5680], [-3.8976, -2.4344, -0.5295], [-4.5590, -0.6874, -0.2732], [-5.8042, -0.3824, -0.8042], [-6.3539, 0.8793, -0.6198], [-5.6592, 1.8482, 0.0904], [-4.4137, 1.5467, 0.6210], [-3.8700, 0.2854, 0.4352], [-2.0569, -0.0994, 1.4386], [-6.3454, -1.1446, -1.3478], [-7.3326, 1.0980, -1.0252], [-6.0866, 2.8302, 0.2412], [-3.8688, 2.2891, 1.1897]],
  "atomic_forces_ev_per_a": [[0.2, -0.4, 0.0], [0.1, 0.1, 0.0], [-0.1, 0.0, -0.1], [0.0, 0.0, 0.3], [0.0, 0.0, 0.0], [0.0, 0.0, 0.0], [0.1, 0.0, 0.0], [-0.2, -0.1, 0.1], [0.1, 0.0, 0.0], [0.1, -0.2, 0.0], [-0.2, 0.1, 0.1], [0.1, 0.0, -0.1], [0.0, 0.1, 0.0], [-0.1, -0.1, -0.1], [0.1, 0.1, 0.0], [0.0, -0.1, -0.2], [0.0, 0.0, 0.0], [0.0, 0.0, 0.0], [0.0, 0.0, 0.0], [0.0, 0.0, 0.0], [0.0, 0.0, 0.0], [0.0, 0.0, 0.0], [0.0, 0.1, -0.1], [0.0, 0.0, 0.0], [0.0, 0.0, 0.0], [0.0, 0.0, 0.0], [0.0, 0.0, 0.0], [0.0, 0.0, 0.0], [0.0, -0.1, 0.0], [0.0, 0.1, 0.2], [0.0, 0.3, -0.1], [0.0, 0.0, -0.1], [0.1, 0.1, 0.0], [0.0, -0.1, 0.0], [-0.1, 0.1, 0.0], [0.1, -0.1, 0.0], [0.0, -0.1, 0.0], [0.0, 0.1, 0.0], [0.0, -0.1, 0.1], [-0.1, 0.0, -0.1], [0.0, 0.0, 0.0], [0.0, 0.0, 0.0], [0.0, 0.0, 0.0], [0.0, 0.0, 0.0]]
}

=====

{
  "formula": "C14H27BeF5O3S5Si",
  "method": "ωB97M-V/def2-TZVPD",
  "homo_lumo_gap_ha": 0.14558,
  "e_lumo_ev": 4.247,
  "homo_energy_ev": 0.286,
  "charge": -2,
  "mol_weight_g_mol": 535.79,
  "species": ["Be", "S", "S", "S", "S", "C", "C", "C", "C", "O", "Si", "S", "O", "C", "C", "C", "C", "O", "C", "C", "C", "C", "H", "H", "H", "H", "H", "H", "H", "H", "H", "H", "H", "H", "H", "H", "H", "H", "H", "H", "H", "H", "H", "H", "H", "H", "H", "H", "H", "F", "C", "F", "C", "F", "F", "F"],
  "xyz": [[-2.3063, 0.8128, -1.0182], [-3.6640, 1.3607, 0.3356], [-3.6814, 3.4670, 0.3168], [-5.3730, 4.1540, -0.6391], [-2.3405, 1.8991, -2.7822], [1.8078, 1.8467, 0.8372], [0.3389, 2.1693, 0.5816], [0.1946, 3.3242, -0.3978], [-0.3763, 2.4943, 1.8878], [-0.2736, 1.0307, -0.0602], [-0.3425, -0.5728, 0.3375], [-1.7933, -1.2531, -0.9514], [1.1289, -1.3373, 0.2358], [1.8571, -1.8474, -0.8777], [1.7099, -0.9566, -2.1027], [3.3142, -1.8901, -0.4252], [1.3519, -3.2559, -1.1796], [-0.6105, -0.6230, 1.9576], [-0.7247, -1.7104, 2.8606], [-1.2097, -2.9783, 2.1618], [0.6453, -1.9447, 3.4946], [-1.7404, -1.2720, 3.9099], [2.2998, 2.7097, 1.2927], [2.3147, 1.6111, -0.1011], [1.9069, 0.9912, 1.5091], [0.6762, 4.2172, 0.0101], [-0.8620, 3.5411, -0.5665], [0.6541, 3.0703, -1.3541], [0.0426, 3.4160, 2.3017], [-0.2543, 1.6875, 2.6100], [-1.4407, 2.6425, 1.7089], [2.0139, 0.0657, -1.8751], [0.6756, -0.9312, -2.4422], [2.3340, -1.3330, -2.9175], [3.6572, -0.8815, -0.1878], [3.9516, -2.3044, -1.2102], [3.4099, -2.5067, 0.4712], [0.3008, -3.2159, -1.4679], [1.4501, -3.8846, -0.2910], [1.9275, -3.7048, -1.9933], [-0.4945, -3.2953, 1.3999], [-2.1667, -2.7985, 1.6726], [-1.3218, -3.7854, 2.8909], [1.3670, -2.2117, 2.7214], [0.5984, -2.7448, 4.2385], [0.9853, -1.0291, 3.9831], [-2.6914, -1.0483, 3.4257], [-1.3936, -0.3627, 4.4037], [-1.8874, -2.0521, 4.6619], [0.2249, 1.4636, -3.3231], [-1.0546, 1.2830, -3.8140], [-1.1202, -0.0612, -4.1091], [-1.0232, 1.9761, -5.1978], [-2.1611, 1.7945, -5.8764], [-0.8053, 3.2912, -5.0934], [-0.0261, 1.4735, -5.9636]],
  "atomic_forces_ev_per_a": [[0.0, 0.0, 0.0], [0.0, -0.1, 0.0], [-0.1, 0.1, -0.1], [0.1, 0.0, 0.1], [0.1, 0.0, 0.0], [0.0, 0.0, 0.0], [0.0, 0.0, 0.0], [0.0, 0.0, 0.0], [0.0, 0.0, 0.0], [0.0, 0.0, 0.0], [0.0, 0.0, 0.0], [0.0, 0.0, 0.0], [0.0, 0.1, 0.0], [0.0, 0.0, 0.0], [0.0, 0.0, 0.0], [0.0, 0.0, 0.0], [0.0, 0.0, 0.0], [0.0, 0.0, 0.0], [0.0, 0.0, 0.0], [0.0, 0.0, 0.0], [0.0, 0.0, 0.0], [0.0, 0.0, 0.0], [0.0, 0.0, 0.0], [0.0, 0.0, 0.0], [0.0, 0.0, 0.0], [0.0, 0.0, 0.0], [0.0, 0.0, 0.0], [0.0, 0.0, 0.0], [0.0, 0.0, 0.0], [0.0, 0.0, 0.0], [0.0, 0.0, 0.0], [0.0, 0.0, 0.0], [0.0, 0.0, 0.0], [0.0, 0.0, 0.0], [0.0, 0.0, 0.0], [0.0, 0.0, 0.0], [0.0, 0.0, 0.0], [0.0, 0.0, 0.0], [0.0, 0.0, 0.0], [0.0, 0.0, 0.0], [0.0, 0.0, 0.0], [0.0, 0.0, 0.0], [0.0, 0.0, 0.0], [0.0, 0.0, 0.0], [0.0, 0.0, 0.0], [0.0, 0.0, 0.0], [0.0, 0.0, 0.0], [0.0, 0.0, 0.0], [0.0, 0.0, 0.0], [0.0, 0.0, 0.0], [0.0, 0.0, 0.0], [0.0, 0.0, 0.0], [0.0, 0.0, 0.0], [0.0, 0.0, 0.0], [0.0, 0.0, 0.0], [0.0, 0.0, 0.0]]
}

=====

{
  "formula": "C13H18F6FeN5SSb",
  "method": "ωB97M-V/def2-TZVPD",
  "homo_lumo_gap_ha": [0.25727, 0.26482],
  "e_lumo_ev": [-5.011, -4.774],
  "homo_energy_ev": [-12.012, -11.980],
  "charge": 1,
  "de_lowest_kj_mol": 0.0,
  "spin_multiplicity": 2,
  "mol_weight_g_mol": 567.98,
  "species": ["Fe", "C", "C", "N", "C", "S", "N", "N", "C", "C", "C", "C", "C", "C", "C", "N", "H", "H", "H", "H", "H", "H", "H", "H", "H", "H", "H", "H", "H", "C", "C", "C", "N", "H", "H", "H", "H", "H", "F", "Sb", "F", "F", "F", "F", "F"],
  "xyz": [[-1.0923, 0.2587, 0.1287], [2.3827, -0.2918, 4.8978], [2.5860, 0.8508, 3.9153], [1.3224, 1.3510, 3.3712], [0.6559, 0.7391, 2.3973], [-0.9330, 1.3571, 1.9779], [1.1770, -0.3081, 1.8003], [0.3442, -0.7906, 0.8399], [0.5659, -1.9488, 0.3186], [1.6650, -2.8562, 0.7360], [-0.4025, -2.3282, -0.7230], [-0.3992, -3.5449, -1.3728], [-1.4030, -3.8086, -2.2983], [-2.3773, -2.8569, -2.5270], [-2.3194, -1.6518, -1.8420], [-1.3435, -1.3889, -0.9753], [3.3458, -0.6311, 5.2782], [1.8900, -1.1338, 4.4125], [1.7754, 0.0249, 5.7455], [3.2050, 0.5362, 3.0764], [3.0814, 1.6943, 4.3933], [0.8762, 2.1363, 3.8159], [2.3021, -2.3728, 1.4684], [2.2600, -3.1494, -0.1300], [1.2407, -3.7641, 1.1705], [0.3643, -4.2762, -1.1515], [-1.4229, -4.7537, -2.8237], [-3.1831, -3.0272, -3.2258], [-3.0652, -0.8848, -1.9937], [1.4768, 2.7475, -3.7465], [1.6120, 2.9500, -2.2331], [0.8665, 1.9471, -1.4862], [0.2515, 1.1751, -0.9122], [2.0334, 3.5299, -4.2569], [0.4347, 2.8077, -4.0539], [1.8799, 1.7834, -4.0503], [1.2156, 3.9192, -1.9233], [2.6517, 2.8984, -1.9062], [-2.2328, 1.2537, -1.8754], [-3.7501, 1.9692, -0.9148], [-3.0717, 0.5212, 0.3324], [-2.4861, 3.0579, -0.0500], [-5.0805, 2.3882, 0.3058], [-4.1221, 3.2525, -2.2029], [-4.7773, 0.6186, -1.7068]],
  "atomic_forces_ev_per_a": [[0.0, -0.1, 0.1], [0.0, 0.0, 0.0], [0.0, 0.0, 0.0], [0.0, 0.0, 0.0], [0.2, -0.1, 0.0], [0.0, 0.0, 0.0], [0.0, 0.2, 0.0], [0.0, -0.1, 0.0], [-0.1, 0.0, -0.1], [0.0, 0.0, 0.0], [0.0, 0.1, 0.0], [0.0, 0.0, 0.0], [0.0, 0.0, 0.0], [0.0, 0.0, 0.0], [0.0, 0.0, 0.0], [0.1, -0.1, 0.1], [0.0, 0.0, 0.0], [0.0, 0.0, 0.0], [0.0, 0.0, 0.0], [0.0, 0.0, 0.0], [0.0, 0.0, 0.0], [0.0, 0.0, 0.0], [0.0, 0.0, 0.0], [0.0, 0.0, 0.0], [0.0, 0.0, 0.0], [0.0, 0.0, 0.0], [0.0, 0.0, 0.0], [0.0, 0.0, 0.0], [0.0, 0.0, 0.0], [0.0, 0.0, 0.0], [0.0, 0.0, 0.0], [0.0, 0.0, 0.0], [0.0, 0.0, 0.0], [0.0, 0.0, 0.0], [0.0, 0.0, 0.0], [0.0, 0.0, 0.0], [0.0, 0.0, 0.0], [0.0, 0.0, 0.0], [0.0, 0.1, 0.0], [0.0, -0.1, 0.0], [-0.1, 0.1, -0.1], [0.0, 0.0, 0.1], [0.0, 0.0, 0.0], [0.0, -0.1, 0.0], [0.0, 0.0, 0.0]]
}

=====

- Number 3 is which compound?
  C14H27BeF5O3S5Si